# C4H13NO2

3 unconnected molecules or ions with the total composition C4H13NO2 in a non-equilibrium geometry (ωB97M-V/def2-TZVPD, the OMol25 dataset).

```
20
Properties=species:S:1:pos:R:3
H 0.645 2.851 -1.318
H 0.592 0.090 3.259
H -0.616 2.308 -2.541
H 0.670 2.553 1.904
N -0.172 -1.308 -0.058
H -1.783 -0.227 -0.928
H 0.598 1.308 1.177
H 0.089 -0.715 2.319
H -0.221 -3.059 0.679
H -0.948 -3.228 -1.060
O 1.286 1.845 1.639
C -0.653 -0.152 -0.659
O -0.190 -0.375 3.188
C 0.364 0.657 -1.194
H -1.879 -2.436 0.402
H 0.749 -1.467 -0.565
C -0.859 -2.618 -0.098
H 1.029 2.055 -2.682
C 0.220 1.941 -1.891
H 1.079 -0.023 -1.573
```

## Properties
- Highest occupied orbital energy: -8.3 eV
- SMILES: C/C=C/NC.O.O
- LUMO level: 0.8 eV
- Relative energy (zero: lowest compared OMol25 entry of this formula, charge and spin): 78.7 kcal per mole
- Max |F|: 4.70 eV Å⁻¹
- Kohn-Sham gap: 9.086 eV
- Total energy: -365.31699 Ha
- Multiplicity: 1



# C18H45B2Cd2F8KN3O8S2

A molecular structure, C18H45B2Cd2F8KN3O8S2 in a non-equilibrium geometry (ωB97M-V/def2-TZVPD, the OMol25 dataset).

```
89
Properties=species:S:1:pos:R:3
H 1.932 -6.974 0.849
H 1.508 -5.342 1.121
H 2.772 0.446 -4.881
O -2.584 -1.727 -0.018
H 0.877 3.928 -6.857
O -0.842 0.045 -0.430
C -0.414 -6.525 4.190
F -0.224 -2.121 5.678
H 3.318 3.169 -2.689
B 0.416 -1.565 6.728
F 2.801 -1.155 2.723
C 1.463 -6.325 1.588
O -0.219 -2.139 0.315
H -0.774 -5.943 5.038
H 0.659 -6.574 4.377
S -3.645 2.198 -4.180
Cd 0.407 -2.792 2.898
S -1.262 -1.142 0.312
H 5.273 3.362 -4.198
H 2.192 4.337 -6.035
N -1.250 4.616 -0.028
K -5.387 -1.255 -2.948
H -2.465 -6.917 2.487
C 3.092 3.097 -3.753
H 2.615 0.700 -1.877
C -2.149 -5.876 2.543
H -0.754 6.170 -2.351
C -3.063 -5.145 3.605
C -1.938 4.181 1.220
Cd -0.833 2.349 -2.361
H -1.994 5.026 1.905
H -2.892 5.522 -1.003
B 3.831 -2.066 2.868
C 0.142 5.023 0.369
H -2.394 -5.482 1.557
C 1.108 3.885 0.802
H -0.454 -5.992 0.798
H -0.512 7.451 -1.297
H -0.530 -7.429 1.636
F 0.701 -0.328 6.494
O -2.667 3.301 -4.163
F 4.712 -1.473 3.744
H 0.484 4.541 -5.353
F 1.552 -2.240 6.971
H -3.751 3.087 1.956
H 0.661 5.555 -0.428
N 1.876 2.255 -4.111
H 4.381 2.836 -5.539
H 4.692 1.682 -4.274
H 0.838 2.988 0.244
C 1.221 3.890 -5.823
H -1.241 -8.384 3.462
O -4.248 1.890 -5.455
C 1.411 2.441 -5.523
C -0.090 -6.435 1.724
C -3.374 3.490 1.016
H 0.447 1.950 -5.654
C 4.427 2.724 -4.455
H 2.857 -0.822 -2.757
O -4.608 2.418 -3.164
H 1.191 0.308 -4.120
F 4.368 -2.386 1.601
H -2.172 -7.841 4.761
H -3.195 -4.093 3.354
F -0.492 -1.704 7.773
C -1.971 5.805 -0.493
H -1.435 3.419 1.816
H 2.135 4.202 0.619
H -2.212 6.453 0.350
H -0.720 -8.645 5.158
H -0.060 5.837 1.066
H 0.879 3.588 1.825
H 2.787 4.130 -3.918
H -2.021 7.367 -2.058
C 2.168 0.784 -4.038
O -2.818 1.118 -3.676
H -4.007 -5.661 3.431
H 4.031 0.311 -3.033
F 3.132 -3.131 3.441
H 2.009 1.894 -6.251
C 2.965 0.261 -2.811
H -3.994 4.302 0.635
H -2.938 -5.163 4.688
N -0.732 -5.806 2.905
C -1.132 -7.929 4.447
H 1.920 -6.435 2.572
H -3.303 2.790 0.184
C -1.280 6.729 -1.577
O -1.208 -0.887 1.742
```

## Properties
- Highest occupied orbital energy: -5.6 eV
- LUMO level: -1.2 eV
- Relative energy (zero: lowest compared OMol25 entry of this formula, charge and spin): 284.7 kcal per mole
- Net charge: -1
- Max |F|: 5.86 eV Å⁻¹
- Kohn-Sham gap: 4.464 eV
- Total energy: -4059.68726 Ha
- Multiplicity: 1



# C41H58CaN2OSSeSi2

A molecular structure, C41H58CaN2OSSeSi2 in a non-equilibrium geometry (ωB97M-V/def2-TZVPD, the OMol25 dataset).

```
107
Properties=species:S:1:pos:R:3
H 3.791 -5.509 -1.593
H -7.207 -0.019 -2.926
H -3.080 -2.498 -1.894
C 2.618 -0.760 3.440
H 6.350 1.213 -1.944
S -0.952 3.131 2.568
C 2.819 -2.314 -1.361
C 0.700 2.986 3.265
H -5.791 -1.754 1.050
Se 1.553 1.430 -0.924
C 1.305 -1.424 3.149
C 2.012 -4.697 -2.452
H 1.716 -5.642 -2.880
H -2.316 4.143 -2.561
C -1.092 -2.768 2.753
H 2.311 2.330 6.159
H -1.948 -1.902 5.650
H -3.071 -2.030 4.298
C -1.711 3.316 -2.196
C 3.616 -3.430 -1.156
C 0.569 1.540 -4.796
H -1.101 -0.631 -4.646
H -2.482 4.659 0.603
C 3.069 3.160 2.962
H -0.720 3.708 -1.977
C -6.321 0.414 -2.479
C 2.166 2.572 5.116
H 4.976 -0.427 -3.456
C 0.001 -3.075 1.955
H 4.263 2.748 4.696
C -0.162 -0.742 -2.740
H 2.994 -1.101 4.404
H 6.071 -0.069 -0.016
C -3.239 3.919 0.353
C 1.623 -2.384 -2.097
H -6.560 2.328 -3.420
H 4.520 -3.380 -0.570
C 5.317 0.899 -1.775
H 3.592 0.588 -3.040
N 1.072 -1.121 -2.094
C -4.818 2.234 -2.174
N 2.950 -1.019 -0.928
H -3.684 3.565 1.283
Si -3.478 -1.066 0.171
H -1.602 2.604 -3.007
C -0.105 -0.863 -4.267
H 0.670 1.872 -3.766
C 1.196 -3.589 -2.639
C 5.335 -0.275 -0.796
H -0.910 5.364 3.443
H 4.161 -1.268 0.709
H -4.545 3.255 -2.406
H -0.383 0.292 -2.463
C 4.674 0.562 -3.115
H 4.968 1.290 -3.868
C -1.487 4.481 3.697
C -4.847 -1.439 1.492
H 2.073 -2.685 1.594
C 0.886 2.659 4.603
C 0.910 0.062 -4.938
H -2.010 -3.326 2.630
C -4.015 1.495 -1.307
H -4.019 4.430 -0.206
H 3.918 3.381 2.332
H 1.239 2.141 -5.405
H -4.423 -3.166 -0.988
H 1.903 -0.123 -4.525
H 3.361 -1.010 2.691
H 0.256 -0.343 4.674
H 0.127 -1.892 -4.549
C 1.872 -0.304 -1.353
H -4.533 -2.228 2.173
C -4.385 0.172 -1.017
C -5.960 1.719 -2.756
Si -2.462 2.442 -0.637
H -0.969 -1.373 -2.350
H -5.045 -0.550 2.092
H 0.946 -0.197 -6.000
H -2.375 -0.458 4.728
H 0.662 -4.884 1.004
H -5.833 -1.353 -1.419
H 1.630 3.487 1.400
C 3.192 -4.622 -1.727
C -1.015 -1.792 3.740
H 4.784 1.739 -1.328
H -2.781 -3.438 -0.451
H 0.028 2.467 5.231
H 2.510 0.322 3.476
C 1.200 -2.406 2.173
C -5.536 -0.333 -1.623
C 1.790 3.239 2.441
H 0.264 -3.673 -3.173
H 0.077 -3.648 -0.099
C -0.093 -4.109 0.875
H -1.072 -4.576 0.870
C 0.181 -1.104 3.907
C -3.445 -2.700 -0.890
C 4.004 -0.527 -0.083
H -2.543 4.651 3.520
H -1.318 4.195 4.728
O -1.691 1.941 3.065
C -2.175 -1.527 4.652
Ca -1.599 0.623 1.209
H -0.451 1.732 -5.122
C 3.261 2.820 4.297
H 3.654 0.406 0.368
H 5.652 -1.179 -1.320
```

## Properties
- Highest occupied orbital energy: -5.7 eV
- LUMO level: 0.0 eV
- Relative energy (zero: lowest compared OMol25 entry of this formula, charge and spin): 9.6 kcal per mole
- Max |F|: 2.81 eV Å⁻¹
- Kohn-Sham gap: 5.728 eV
- Total energy: -5838.09246 Ha
- Multiplicity: 1



# C22H32N6OS

A single C22H32N6OS molecule in a non-equilibrium geometry (ωB97M-V/def2-TZVPD, the OMol25 dataset).

```
62
Properties=species:S:1:pos:R:3
C 2.210 0.848 -1.031
H -1.201 2.968 -0.756
H -2.699 5.032 -2.899
N 3.226 0.410 1.186
C 3.837 1.832 3.207
H 4.702 -0.026 2.548
H -5.417 1.944 -0.961
C -0.086 -0.028 -1.086
C -2.335 1.282 -1.444
N 0.408 -1.236 -0.842
N 1.498 -3.501 -0.141
H -4.519 4.155 0.271
H -2.811 4.234 0.714
O -4.246 3.183 -2.144
H 5.029 1.344 1.486
H 3.316 2.693 2.794
N 0.181 -3.469 -0.415
H -1.977 5.441 -1.332
C -4.740 1.903 -1.831
H 3.822 -4.298 0.499
N -1.729 -2.243 -0.896
C 1.023 -0.058 2.382
C -1.934 2.724 -1.529
C 1.791 -4.747 0.143
C -1.817 -5.002 -0.552
H 0.424 1.904 -1.399
H 1.251 0.626 3.196
C 4.254 0.862 2.093
H 1.977 -1.209 0.851
C -2.231 -1.041 -1.141
H -1.496 2.926 -2.512
H 3.188 1.343 3.929
H 1.839 1.979 0.780
H 4.721 2.186 3.732
C -3.639 0.932 -1.575
H 0.474 -0.905 2.787
H 3.179 -5.617 1.497
H -1.995 -6.068 -0.437
C 0.634 -5.558 0.050
H 2.841 -1.211 2.387
C -0.416 -2.266 -0.732
H -2.104 -4.691 -1.555
C 2.289 -0.578 1.689
C -2.862 5.048 -1.824
H 0.372 0.451 1.674
H 3.477 2.156 0.140
C 2.681 1.431 0.323
H -5.333 1.596 -2.698
C -0.385 -4.714 -0.308
H 2.447 -0.214 -1.068
H -2.443 -4.451 0.146
C 3.169 -5.166 0.506
H 2.717 1.359 -1.854
C -3.167 3.634 -1.330
C -1.492 0.149 -1.218
S -3.931 -0.777 -1.392
C -3.553 3.670 0.155
H 0.569 -6.613 0.223
N 0.788 0.981 -1.234
H -3.706 5.699 -1.617
H 3.540 -5.903 -0.205
H -3.610 2.666 0.571
```

## Properties
- Highest occupied orbital energy: -7.7 eV
- SMILES: CCN(CC)CCNc1nc(-n2nc(C)cc2C)nc2sc3c(c12)CC(C)(C)OC3
- LUMO level: 0.5 eV
- Relative energy (zero: lowest compared OMol25 entry of this formula, charge and spin): 0.0 kcal per mole
- Max |F|: 1.48 eV Å⁻¹
- Kohn-Sham gap: 8.275 eV
- Total energy: -1659.50226 Ha
- Multiplicity: 1



# H10O4S2

5 unconnected molecules or ions with the total composition H10O4S2 (ωB97M-V/def2-TZVPD, the OMol25 dataset).

```
16
Properties=species:S:1:pos:R:3
H -2.022 -0.784 -3.121
H -0.683 -1.384 -2.648
H 0.453 3.157 -0.881
H -0.594 0.958 2.494
S 2.601 -1.219 1.521
S 1.535 -1.271 -0.263
H 2.334 -2.096 -0.950
H -1.986 -2.436 0.700
O -1.689 -1.558 0.960
H -2.181 -0.985 0.350
H -0.191 0.491 1.090
O -1.638 -1.417 -2.507
H 2.877 0.089 1.442
H 0.690 3.510 0.561
O -0.529 1.246 1.578
O 1.022 3.700 -0.326
```

## Properties
- Highest occupied orbital energy: -9.3 eV
- SMILES: SS.O.O.O.O
- LUMO level: 0.0 eV
- Relative energy (zero: lowest compared OMol25 entry of this formula, charge and spin): 14.3 kcal per mole
- Max |F|: 0.56 eV Å⁻¹
- Kohn-Sham gap: 9.304 eV
- Total energy: -1103.30759 Ha
- Multiplicity: 1



# C7H9N

A single C7H9N molecule in a non-equilibrium geometry (ωB97M-V/def2-TZVPD, the OMol25 dataset).

```
17
Properties=species:S:1:pos:R:3
H 1.864 0.716 1.418
H -1.300 -0.606 -2.380
C 1.014 0.807 0.756
H -1.048 -1.803 1.471
C 0.022 -0.118 0.499
H -0.613 2.436 -1.510
N 0.905 1.836 -0.148
C -0.680 0.357 -0.630
H 0.795 -3.259 1.461
C 0.955 -2.316 0.943
C -1.683 -0.523 -1.352
C -0.079 -1.479 1.104
C -0.299 1.620 -0.887
H -1.782 -1.537 -0.998
H -2.620 0.037 -1.419
H 1.207 2.787 -0.010
H 1.646 -2.159 0.127
```

## Properties
- Highest occupied orbital energy: -8.1 eV
- SMILES: C=Cc1c[nH]cc1C
- LUMO level: 1.1 eV
- Relative energy (zero: lowest compared OMol25 entry of this formula, charge and spin): 39.3 kcal per mole
- Max |F|: 2.71 eV Å⁻¹
- Kohn-Sham gap: 9.174 eV
- Total energy: -326.82841 Ha
- Multiplicity: 1



Q: Which of these has the highest total energy?
A: C7H9N



What did the fifth record say?
# H10O4S2

5 unconnected molecules or ions with the total composition H10O4S2 (ωB97M-V/def2-TZVPD, the OMol25 dataset).

```
16
Properties=species:S:1:pos:R:3
H -2.022 -0.784 -3.121
H -0.683 -1.384 -2.648
H 0.453 3.157 -0.881
H -0.594 0.958 2.494
S 2.601 -1.219 1.521
S 1.535 -1.271 -0.263
H 2.334 -2.096 -0.950
H -1.986 -2.436 0.700
O -1.689 -1.558 0.960
H -2.181 -0.985 0.350
H -0.191 0.491 1.090
O -1.638 -1.417 -2.507
H 2.877 0.089 1.442
H 0.690 3.510 0.561
O -0.529 1.246 1.578
O 1.022 3.700 -0.326
```

## Properties
- Highest occupied orbital energy: -9.3 eV
- SMILES: SS.O.O.O.O
- LUMO level: 0.0 eV
- Relative energy (zero: lowest compared OMol25 entry of this formula, charge and spin): 14.3 kcal per mole
- Max |F|: 0.56 eV Å⁻¹
- Kohn-Sham gap: 9.304 eV
- Total energy: -1103.30759 Ha
- Multiplicity: 1



Repeat the fifth record exactly.
# H10O4S2

5 unconnected molecules or ions with the total composition H10O4S2 (ωB97M-V/def2-TZVPD, the OMol25 dataset).

```
16
Properties=species:S:1:pos:R:3
H -2.022 -0.784 -3.121
H -0.683 -1.384 -2.648
H 0.453 3.157 -0.881
H -0.594 0.958 2.494
S 2.601 -1.219 1.521
S 1.535 -1.271 -0.263
H 2.334 -2.096 -0.950
H -1.986 -2.436 0.700
O -1.689 -1.558 0.960
H -2.181 -0.985 0.350
H -0.191 0.491 1.090
O -1.638 -1.417 -2.507
H 2.877 0.089 1.442
H 0.690 3.510 0.561
O -0.529 1.246 1.578
O 1.022 3.700 -0.326
```

## Properties
- Highest occupied orbital energy: -9.3 eV
- SMILES: SS.O.O.O.O
- LUMO level: 0.0 eV
- Relative energy (zero: lowest compared OMol25 entry of this formula, charge and spin): 14.3 kcal per mole
- Max |F|: 0.56 eV Å⁻¹
- Kohn-Sham gap: 9.304 eV
- Total energy: -1103.30759 Ha
- Multiplicity: 1



Q: relative energy (zero: lowest compared OMol25 entry of this formula, charge and spin) of number 2 (C18H45B2Cd2F8KN3O8S2)?
A: 284.7 kcal per mole